{"formula": "C28H41Cl3CsN6O6", "method": "wB97M-V/def2-TZVPD", "symbols": ["H", "H", "H", "C", "C", "C", "N", "H", "C", "C", "C", "C", "C", "H", "Cl", "N", "H", "H", "O", "C", "C", "C", "H", "H", "H", "C", "H", "C", "N", "H", "H", "C", "H", "C", "H", "H", "H", "H", "H", "H", "C", "C", "H", "C", "H", "C", "H", "H", "Cl", "C", "C", "C", "H", "H", "H", "O", "H", "N", "O", "Cs", "H", "H", "H", "H", "C", "H", "H", "O", "C", "H", "C", "H", "C", "C", "C", "O", "N", "N", "O", "Cl", "H", "H", "H", "H", "H"], "positions_angstrom": [[-2.143999, 1.554617, -5.282373], [0.932089, 0.889932, 6.576280], [-2.735851, 1.963846, -0.019191], [-1.395938, -1.305254, 2.271804], [5.799356, 0.902465, 7.616345], [1.386232, 2.900344, 4.200138], [-1.153236, 1.767570, -2.591328], [-3.043998, 2.673576, 2.278255], [1.395827, 4.240412, 3.823983], [-0.170673, 4.807071, -1.022674], [-1.890205, 2.555851, -3.395003], [3.012884, 0.455432, 6.509755], [-3.045538, 1.229849, 0.727743], [-4.148245, 1.210548, 0.750571], [2.613021, 1.428530, -2.011671], [3.978845, -0.174365, 3.149210], [-3.209838, 0.395783, -1.584973], [-3.495603, -1.006935, 1.959246], [4.690255, 1.600166, 5.151713], [-3.066677, -0.488771, -0.962064], [2.162509, 3.486654, 6.382594], [-2.098276, -1.454397, -1.674073], [2.484359, 5.586009, 6.737008], [-4.035421, -0.985205, -0.839254], [1.879245, -0.294480, 2.658744], [2.897004, -0.047419, 2.358062], [6.741255, -1.233012, 5.077524], [-2.748109, 2.000744, -4.489720], [-0.462425, 2.462575, -1.662396], [-2.728468, -2.079571, 0.817632], [2.461452, 3.208696, 7.389606], [-0.762221, 3.733236, -1.887168], [4.877250, -2.248761, 6.481297], [4.602636, 0.523124, 1.292519], [3.105581, -1.225554, 4.675421], [-0.260707, 4.528561, 0.029875], [4.002662, 0.012545, -3.268718], [4.016438, 1.957197, 4.561135], [2.273434, -0.189215, -3.674044], [-1.156567, 0.725539, -2.526047], [-2.609932, -1.121906, 1.328100], [6.749303, -0.295618, 5.643243], [-2.093087, 4.753084, -3.388247], [1.743680, 1.032507, 5.857534], [-2.829759, 1.032226, 2.869153], [5.493681, -0.137650, 6.525685], [7.642685, -0.309058, 6.276659], [-0.679905, 5.758609, -1.177550], [2.910823, -1.472581, -1.813666], [4.048679, -0.711647, 4.501532], [5.187374, -1.480425, 7.200584], [2.180189, 4.825609, 6.026059], [6.717263, 0.615425, 8.141233], [5.235869, 0.864688, 0.481676], [-0.742776, 1.075127, 2.016134], [-1.085946, -0.907381, -2.232651], [-3.353546, 2.792497, -4.926541], [5.099701, 0.173015, 2.464887], [-1.147903, 1.964587, 2.083717], [0.289535, -0.792088, -0.210632], [1.028121, 2.165420, 3.490991], [3.248170, 1.049689, 7.394804], [2.758213, -0.549549, 6.860132], [0.890673, 4.950182, -1.239600], [2.997893, -0.056864, -2.881283], [-3.416870, 1.222984, -4.114493], [6.837334, 0.525499, 4.931043], [-0.352860, -0.586246, 2.050691], [1.774290, 2.500970, 5.473669], [6.092655, -1.845315, 7.699587], [-2.544497, 1.728601, 2.070884], [1.453168, 0.443407, 4.982501], [4.291969, 0.335901, 5.651693], [1.801639, 5.190440, 4.740343], [-1.663470, 3.850197, -2.973448], [-2.321659, -2.668918, -1.603750], [3.251728, 0.392161, 1.172211], [-2.501545, -0.065148, 0.322289], [-1.513343, -2.169055, 3.142459], [1.829794, 6.875911, 4.285611], [5.944769, 1.893649, 7.181197], [5.003086, 0.961716, 8.364731], [1.068334, 4.531787, 2.831538], [4.831026, -1.462002, 4.491381], [4.405114, -1.388070, 7.961850]], "forces_ev_per_angstrom": [[0.0, 0.0, 0.0], [0.0, 0.0, 0.0], [0.0, 0.0, -0.1], [0.0, 0.0, 0.7], [0.1, 0.0, 0.0], [-0.1, 0.0, 0.0], [0.1, -0.1, 0.1], [0.0, 0.1, 0.0], [-0.1, 0.0, -0.1], [0.0, -0.1, 0.0], [0.0, -0.1, 0.1], [0.0, 0.0, -0.1], [0.2, -0.1, 0.0], [-0.1, -0.1, 0.1], [0.1, 0.0, -0.2], [0.0, -0.1, 0.4], [0.0, 0.0, 0.0], [-0.1, 0.0, 0.1], [-0.1, 0.0, -0.1], [0.1, 0.0, 0.0], [0.0, 0.0, 0.0], [-0.6, -0.4, -0.6], [0.0, -0.1, -0.1], [-0.1, 0.0, 0.0], [0.2, 0.0, 0.0], [-0.1, 0.0, 0.2], [0.0, 0.1, 0.1], [0.1, 0.0, 0.1], [-0.4, 0.0, -0.2], [0.0, 0.0, 0.0], [0.0, 0.0, -0.1], [0.0, 0.0, 0.0], [0.1, 0.1, 0.1], [0.0, -0.2, -0.1], [-0.1, 0.0, 0.0], [0.0, 0.0, -0.1], [0.1, 0.0, 0.0], [-0.1, 0.0, 0.0], [-0.1, 0.0, 0.0], [0.1, 0.1, -0.1], [0.1, 0.1, -0.1], [0.0, 0.0, 0.0], [0.1, -0.1, 0.1], [0.1, 0.0, -0.1], [0.0, 0.0, 0.0], [0.1, 0.0, 0.0], [-0.1, 0.0, -0.1], [0.0, 0.0, 0.0], [0.8, -0.3, -0.5], [-0.1, 0.3, -0.2], [0.0, -0.1, 0.1], [0.0, 0.0, 0.0], [-0.1, 0.0, 0.0], [-0.1, -0.1, 0.2], [0.1, -0.1, 0.0], [-1.5, -0.1, -1.7], [0.0, 0.0, 0.0], [-0.5, 0.1, -0.2], [-0.3, 0.2, 0.0], [3.0, 0.1, -0.9], [0.0, 0.0, -0.1], [0.0, 0.0, -0.1], [0.0, 0.1, 0.0], [0.0, 0.0, 0.0], [-0.1, 0.1, 0.2], [0.0, 0.0, 0.0], [0.0, 0.0, 0.1], [-1.2, 0.1, 3.0], [0.2, -0.1, 0.0], [-0.1, 0.0, -0.1], [0.3, -0.1, 0.0], [0.0, 0.0, 0.0], [-0.2, 0.0, -0.1], [0.0, -0.1, 0.1], [0.0, 0.2, 0.0], [0.2, 0.3, 0.1], [0.3, 0.2, 0.0], [-0.4, 0.1, 0.1], [0.0, 0.1, -0.2], [0.0, 0.0, 0.0], [0.0, -0.1, 0.0], [0.1, 0.0, -0.1], [0.1, -0.1, 0.1], [0.0, 0.0, 0.0], [0.1, 0.0, -0.1]], "lowdin_charge": [0.08, 0.13, 0.11, -0.71, -0.05, -0.02, 0.03, 0.11, -0.08, -0.04, -0.32, -0.12, -0.18, 0.12, 0.53, -0.12, 0.10, 0.13, 0.00, -0.13, -0.04, -0.78, 0.10, 0.12, 0.11, -0.16, 0.08, -0.03, 0.06, 0.12, 0.11, -0.37, 0.09, -0.22, 0.14, 0.07, 0.02, 0.09, 0.03, 0.08, -0.12, -0.04, 0.10, -0.11, 0.12, -0.53, 0.08, 0.07, 0.43, -0.03, -0.05, -0.11, 0.08, 0.10, 0.01, -0.41, 0.07, 0.12, -0.09, 1.51, 0.10, 0.10, 0.12, 0.07, -0.98, 0.07, 0.08, -0.50, -0.23, 0.09, -0.24, 0.11, -0.43, -0.67, -0.01, 0.00, 0.06, -0.23, 0.00, 0.63, 0.09, 0.07, 0.11, 0.11, 0.08], "gap_ev": 7.6, "homo_ev": -5.62, "total_charge": -1, "e_above_lowest_kj_mol": 134.1}